Model one:
The following is a DFT calculation (ωB97M-V/def2-TZVPD) of 2 unconnected molecules or ions with the total composition C3H9NSi.

Values from the calculation:
SMILES: C=[SiH]C.C=N
Multiplicity: 1

Atoms and positions in Å:
C (0.678, -1.832, -0.479)
Si (-0.679, -0.828, 0.081)
C (-1.377, -0.891, 1.834)
H (0.920, -2.819, -0.481)
H (1.053, -1.395, -1.377)
H (-1.018, 0.281, -0.761)
H (-1.263, 0.047, 2.305)
H (-2.448, -1.060, 1.711)
H (-1.109, -1.773, 2.428)
C (0.898, 2.123, -0.678)
N (0.933, 2.301, -1.908)
H (0.476, 2.903, -0.026)
H (1.314, 1.254, -0.210)
H (1.622, 1.689, -2.438)

***

Model two:
The following is a DFT calculation (ωB97M-V/def2-TZVPD) of 2 unconnected molecules or ions with the total composition C3H9NSi.

Values from the calculation:
Multiplicity: 1

Atoms and positions in Å:
C (2.444, 0.260, -0.497)
C (1.269, 0.369, 0.133)
C (0.429, -0.714, 0.599)
N (-1.972, 0.639, -0.796)
Si (-1.374, -0.651, 0.162)
H (3.028, 1.176, -0.768)
H (3.043, -0.745, -0.557)
H (0.759, 1.239, 0.292)
H (0.462, -0.313, 2.096)
H (0.799, -1.653, 0.757)
H (-2.548, 1.362, -0.436)
H (-2.448, 0.406, -1.732)
H (-1.983, -1.805, -0.419)
H (-2.151, -0.384, 1.440)

***

Referenced to the most stable arrangement, the calculated values in eV are model one 0.896; model two 0.000.